Density functional theory data (ωB97M-V/def2-TZVPD) for a 2-piece molecular cluster, C5H12N2O2 overall.

Structure (XYZ):
```
21
Properties=species:S:1:pos:R:3:nbo_charge:R:1
C 0.16710 2.18012 -1.52892 -0.422
N 0.08104 0.79456 -1.13929 -0.688
C -0.91790 0.31474 -0.35703 0.510
O -1.68527 1.10807 0.43512 -0.668
C -1.06457 -1.05048 -0.34731 -0.310
N -0.20631 -1.65957 -1.33379 -0.847
H -0.72480 2.54843 -2.05030 0.180
H 0.33357 2.83334 -0.66127 0.180
H 1.02407 2.30902 -2.18906 0.223
H 0.34761 -0.24125 -1.66669 0.454
H -1.44109 2.03190 0.29273 0.483
H -1.92098 -1.54760 0.07512 0.209
H 0.63856 -2.05574 -0.90457 0.402
H -0.67273 -2.41080 -1.83154 0.383
C 0.95170 -0.12409 2.08338 -0.729
C 0.69300 -1.51034 1.56777 0.442
O 1.45595 -2.11086 0.82859 -0.614
H 0.02076 0.38447 2.32831 0.228
H 1.52323 0.44881 1.35389 0.233
H 1.54715 -0.20671 2.99718 0.235
H -0.15008 -2.03602 2.04767 0.116
```

Properties
total charge: 0
frontier orbital gap: 8.0 eV
SMILES string: CN/C(O)=C\N.CC=O
total energy: -457.63662 Ha
energy relative to the best compared isomer or geometry (same formula, charge and spin): 294.83 kJ/mol
LUMO level: 0.02587 hartree